Entry 1:
56
Properties=species:S:1:pos:R:3:forces:R:3:nbo_charge:R:1 method="wB97M-V/def2-TZVPD" gap_ev=6.9 total_charge=+1
C 5.0229 1.1925 -0.2399 0.5771 0.5133 0.2949 -0.708
C 3.9455 0.2135 -0.1682 -2.4514 0.3963 0.8525 0.552
C 3.9958 -1.1245 -0.5177 -0.8220 -1.3834 -0.1716 -0.336
C 2.7230 -1.6459 -0.3546 0.6301 0.8941 -0.3576 0.042
C 1.7908 -0.5847 0.0880 0.9872 0.1396 -2.4776 -0.074
B 0.6983 0.0572 -1.0032 -0.4852 0.1444 0.5818 1.188
O -0.1882 -0.6925 -1.6968 1.2258 0.1786 0.6971 -0.721
C -1.2409 0.1815 -2.1462 -0.2379 0.0402 -0.5872 0.249
C -1.1500 0.0482 -3.6491 0.0064 0.2757 -0.3915 -0.624
C -2.5816 -0.3606 -1.7009 -0.1924 -0.0108 0.3016 -0.633
C -0.8453 1.5961 -1.5542 -0.3095 0.7119 -0.5444 0.243
C -0.4765 2.6366 -2.5822 0.1821 0.1611 -0.4562 -0.621
C -1.8632 2.2526 -0.6469 -0.4243 -0.0436 0.4684 -0.635
O 0.3922 1.3746 -0.8386 0.5414 -1.2259 0.0557 -0.706
O 2.7232 0.5404 0.2856 1.4447 -0.2313 -0.5493 -0.370
H 5.9457 0.6764 0.0472 -0.0758 0.1076 -0.0450 0.267
H 5.1971 1.5779 -1.2586 -0.3366 -0.1859 0.2748 0.287
H 4.8600 2.0253 0.4453 -0.0703 -0.0129 -0.1756 0.271
H 4.8963 -1.6269 -0.8617 -0.3626 0.0188 0.0749 0.268
H 2.4651 -2.6716 -0.5607 -0.2098 -0.0319 0.0534 0.260
H -2.0133 0.4933 -4.1405 0.0817 0.1031 -0.1308 0.224
H -0.2309 0.5090 -4.0094 -0.1226 -0.0899 -0.2021 0.212
H -1.1126 -1.0144 -3.9016 -0.1194 0.1230 0.0568 0.230
H -3.3641 0.2145 -2.2170 0.0940 -0.2244 0.3217 0.231
H -2.6754 -1.4160 -1.9840 0.0580 0.2532 -0.0368 0.235
H -2.7244 -0.2945 -0.6176 -0.0407 -0.0037 -0.1877 0.215
H -1.3465 2.9312 -3.1729 0.1528 0.0073 -0.0694 0.225
H -0.0936 3.5100 -2.0432 -0.1109 -0.1182 -0.2030 0.229
H 0.3163 2.2626 -3.2333 -0.1055 0.2278 -0.0537 0.209
H -2.7709 2.4803 -1.2234 0.2569 -0.0041 0.1496 0.229
H -2.1559 1.6463 0.2108 0.0265 0.1188 -0.2874 0.221
H -1.4512 3.1928 -0.2543 -0.1119 -0.2632 -0.1608 0.233
F -2.8326 1.7788 3.3317 1.1433 -0.3547 -0.4841 -0.323
C -1.4940 1.5966 3.0664 -0.5934 0.3406 -0.1013 0.406
C -0.5937 2.3579 3.7904 0.6560 -0.0837 -0.1985 -0.264
C 0.7575 2.1783 3.4776 -0.0027 -0.0972 -0.3010 -0.177
C 1.1569 1.2310 2.5317 0.1353 -0.1235 0.4200 -0.216
C 0.2457 0.4144 1.8624 -0.2364 0.2061 0.6678 -0.001
C 0.8040 -0.8643 1.1885 -0.9908 -0.7236 2.2676 -0.282
C -0.3071 -1.9495 0.9233 0.1111 -0.2252 0.0868 -0.020
C -0.3252 -2.8793 -0.1221 0.0747 -0.5119 0.0505 -0.227
C -1.2406 -3.9420 -0.1561 -0.0799 0.2508 0.2276 -0.176
C -2.2166 -4.0984 0.8299 0.1692 0.2568 -0.2230 -0.263
C -2.2296 -3.1384 1.8289 -0.3982 -0.0855 0.3566 0.391
F -3.2165 -3.2072 2.7830 1.0599 0.1446 -0.7350 -0.320
C -1.2860 -2.1152 1.9132 -0.2783 -0.4544 0.4146 -0.241
C -1.1136 0.6774 2.0812 -0.2135 0.2255 0.4916 -0.296
H -0.8899 3.0654 4.5660 -0.1407 -0.3007 -0.3266 0.250
H 1.5271 2.7612 3.9829 -0.2814 -0.1234 -0.0463 0.228
H 2.2155 1.0490 2.3578 -0.2596 0.2221 0.3377 0.208
H 1.3905 -1.3487 2.0007 -0.2208 0.3508 -0.2609 0.257
H 0.3732 -2.8355 -0.9469 -0.0656 0.0913 0.1194 0.210
H -1.2095 -4.6537 -0.9796 0.0881 0.1917 0.1712 0.228
H -2.9395 -4.9188 0.8096 0.2618 0.3982 0.0508 0.250
H -1.3449 -1.4849 2.7963 0.0978 -0.2419 -0.2182 0.242
H -1.9190 0.1445 1.5829 0.2884 0.0615 0.1371 0.244

---

Entry 2:
20
Properties=species:S:1:pos:R:3:forces:R:3:nbo_charge:R:1 method="wB97M-V/def2-TZVPD" smiles="C[C@@H](CN)N(C)C=O" gap_ev=9.9
C -1.9608 -0.1849 -0.5420 -0.0646 0.0155 -0.2144 0.526
N -0.6593 -0.4008 -0.8303 0.3045 -0.6638 -0.0572 -0.436
C -0.3087 -0.9114 -2.1503 -0.0020 0.9337 0.2247 -0.417
C 0.5607 1.5527 0.0086 0.5855 1.4117 0.6832 -0.637
C 0.4289 0.0353 0.0551 -0.9861 0.8139 -0.0787 -0.052
C 0.2226 -0.5537 1.4752 0.9327 0.1713 -0.2629 -0.219
N 1.2167 -0.1621 2.4658 -0.5812 -0.2670 -0.0601 -0.850
O -2.8890 -0.4576 -1.2799 -0.0190 0.0204 0.0433 -0.625
H -2.1212 0.2848 0.4347 -0.0131 0.0416 0.1319 0.113
H 0.5321 -1.5954 -2.0945 -0.0128 -0.1138 0.0036 0.197
H -1.1758 -1.3495 -2.5993 -0.3997 -0.5446 -0.0573 0.243
H -0.0672 -0.0600 -2.7865 0.3693 0.0035 -0.2016 0.192
H -0.3707 2.1191 -0.0609 -0.2774 -0.4968 0.1286 0.219
H 1.1789 2.0101 -0.7674 0.0269 -0.6981 -0.4277 0.223
H 1.0601 1.9526 0.9047 -0.1735 -0.2615 -0.0123 0.200
H 1.3244 -0.4123 -0.3510 0.3566 -0.1089 0.0013 0.203
H -0.7503 -0.3204 1.9036 -0.1857 -0.1566 -0.3502 0.190
H 0.3355 -1.6136 1.2642 -0.4436 -0.3001 0.5648 0.202
H 1.4172 0.8219 2.4340 0.3653 -0.0181 0.1340 0.360
H 2.0261 -0.7550 2.5163 0.2177 0.2179 -0.1931 0.368

---

Entry 3:
28
Properties=species:S:1:pos:R:3:forces:R:3:nbo_charge:R:1 method="wB97M-V/def2-TZVPD" gap_ev=10.5
O 1.8400 -1.1801 2.8487 0.0325 0.4923 0.1106 -0.892
S 2.7008 -1.5323 1.7568 -0.0188 -1.1207 0.8986 1.793
O 3.8735 -0.3258 1.6656 1.6502 0.6288 0.5950 -0.662
C 3.2408 0.5812 0.7004 -3.7370 -2.8445 -0.7395 -0.131
C 2.6862 1.5752 -0.3198 1.0975 3.4850 -1.2920 -0.366
C 1.4712 0.7757 -0.9053 1.4812 -1.1168 -0.6230 -0.458
C 0.8906 -0.3911 -0.0131 -0.8978 2.1909 0.6785 -0.115
S -0.5716 -1.1407 -0.8724 0.9735 -4.4282 0.9220 2.041
O -1.0675 -2.1400 0.0409 -0.6914 1.3199 0.9371 -0.919
O -0.2286 -1.7905 -2.1045 0.3792 1.9588 -0.9028 -0.877
C -1.9287 0.1057 -1.1156 -0.5825 0.6688 -0.8480 0.412
F -2.1090 0.2115 -2.4397 0.1553 -0.2390 0.0123 -0.286
F -1.6368 1.3458 -0.6700 0.2925 -0.2193 0.3766 -0.310
C -3.3078 -0.2966 -0.5060 -0.5317 0.7086 0.2390 0.560
F -4.2089 0.5371 -1.0814 0.2745 0.2102 -0.0417 -0.300
F -3.6990 -1.5161 -0.8393 0.5531 -0.3884 0.0517 -0.271
C -3.4301 -0.0532 1.0550 -0.6557 -1.1211 -0.1854 0.925
F -4.0839 -1.0909 1.5721 0.0088 -0.1509 0.1006 -0.297
F -4.1619 1.0222 1.2892 0.3161 0.4772 0.1087 -0.292
F -2.2597 0.0356 1.6699 0.3201 0.3468 -0.0834 -0.303
O 1.6930 -1.4971 0.4062 0.2971 0.6550 -1.2559 -0.711
H 2.2915 0.6571 1.3205 0.4300 -0.3854 -0.9863 0.146
H 3.2992 -0.2018 -0.1070 -0.7273 0.6416 0.5200 0.166
H 3.3454 1.8226 -1.1762 -0.1254 -0.2839 0.4503 0.219
H 2.3204 2.5709 0.0024 0.3265 -0.5605 0.5134 0.210
H 1.8574 0.3057 -1.8310 -0.3100 0.0438 0.3616 0.233
H 0.7411 1.5287 -1.2342 -0.2646 -0.5635 0.4397 0.252
H 0.4424 0.0815 0.8876 -0.0457 -0.4055 -0.3577 0.232

---

Entry 4:
22
Properties=species:S:1:pos:R:3:forces:R:3:lowdin_spin:R:1 method="wB97M-V/def2-TZVPD" s_squared=0.760 multiplicity=2 gap_ev="10.4 / 7.0"
C -0.1804 2.0017 -0.6472 0.5442 0.5503 0.0779 0.043
N 0.6141 1.8000 0.5662 -0.9222 0.1976 -0.7983 0.425
C -0.6485 0.6958 -1.2450 -0.1404 0.2660 0.3133 0.000
N 0.9948 -2.4051 1.7299 0.2574 -0.2341 -0.0102 0.004
C -1.8137 -1.4902 -0.5864 0.0130 0.4688 0.2563 0.000
C -1.6935 0.0199 -0.3784 -0.2621 -0.1947 -0.4084 0.002
H -0.9797 2.7093 -0.4000 -0.2577 -0.2054 0.1107 0.022
H 0.4243 2.5573 -1.3687 0.1087 -0.0085 -0.2281 0.014
H 1.3113 0.9849 0.4415 0.5875 -1.3108 0.4645 0.019
H 1.1207 2.6394 0.7608 0.3284 0.6913 0.3737 0.008
H -0.9721 0.8750 -2.2651 -0.2536 -0.0402 -0.1778 0.000
H 0.8383 -2.1253 2.6897 -0.0495 -0.0688 0.1141 0.000
H 1.6638 -1.7405 1.3566 -0.1199 0.2507 -0.1925 0.003
H 0.2253 0.0712 -1.2944 0.4485 -0.4373 -0.1600 -0.001
H -0.8102 -1.8959 -0.5101 0.0064 -0.3907 0.3070 0.000
H -2.4772 -1.9049 0.1741 0.2553 -0.1832 0.0524 0.000
H -2.2114 -1.7995 -1.5421 -0.1711 0.2237 -0.4730 0.000
H -1.4190 0.1977 0.6459 0.2715 -0.0758 0.6316 0.001
H -2.6413 0.5345 -0.4863 -0.4171 0.0418 -0.2040 0.000
H 1.4899 -3.2931 1.7560 -0.1879 0.0159 0.1011 0.000
H 3.0857 0.1767 0.0930 -0.2178 0.1547 -0.0207 0.002
O 2.1505 -0.0715 0.1680 0.1782 0.2889 -0.1297 0.457

---

Entry 5:
37
Properties=species:S:1:pos:R:3:forces:R:3:nbo_charge:R:1 method="wB97M-V/def2-TZVPD" smiles=CCc1c[nH]c2ccccc12.Cc1ccccc1 gap_ev=8.6
C 0.5866 1.1979 -1.9693 -0.0812 0.1954 -0.6551 -0.426
C 0.0193 2.2725 -2.9430 1.1351 -0.2240 0.2662 -0.603
C -0.3270 0.9869 -0.8086 0.1672 0.3334 -0.2306 -0.091
C -1.3756 0.1386 -0.7037 -0.6674 0.2704 1.5374 -0.023
C -0.3132 1.7938 0.4060 0.4709 -0.8357 -0.7736 -0.031
C -1.4298 1.4166 1.1647 1.5247 0.1260 0.6799 0.117
C 0.7352 2.5361 0.9526 0.0449 -0.0118 0.7345 -0.210
C -1.6510 2.0647 2.3892 -0.0280 -0.9064 -0.3214 -0.233
C 0.6170 2.9364 2.2693 -0.3644 0.7103 0.1839 -0.242
C -0.6127 2.8030 2.9293 -0.9044 -0.2863 0.0615 -0.217
N -1.9194 0.2576 0.5996 -1.2886 1.1111 -0.5118 -0.545
H 0.7535 0.2648 -2.4940 -0.2821 -0.2623 -0.1462 0.221
H 1.5983 1.4857 -1.6770 -0.0952 0.1081 0.3759 0.208
H -1.0534 2.3336 -2.7953 -0.0898 0.1265 -0.5038 0.212
H -1.9537 -0.5270 -1.3131 0.6306 -0.1748 -0.6100 0.214
H -2.8703 -0.0117 0.8072 0.0468 -0.1601 -0.2367 0.393
H 1.6704 2.6987 0.4337 -0.0790 -0.0607 -0.2087 0.214
H -2.5759 1.8644 2.9095 -0.0095 0.1711 0.3580 0.205
H 1.4123 3.4238 2.8207 0.1224 0.0699 -0.3234 0.212
H -0.8318 3.2408 3.8977 0.4918 0.0886 -0.0147 0.213
H 0.3544 2.0868 -3.9686 -0.5791 -0.2899 -0.0055 0.206
H 0.4918 3.2292 -2.7372 -0.3205 0.3217 0.3757 0.204
C -0.0008 -2.5825 2.1160 0.1074 -0.5617 0.5148 -0.637
C 2.0973 -2.3552 -1.0392 -0.0491 -0.2538 -0.1304 -0.198
C 1.1221 -2.3308 -2.0347 0.4288 -1.3907 0.7997 -0.249
C 1.7112 -2.5058 0.2824 -0.2159 0.3438 0.8241 -0.221
C 0.3863 -2.7017 0.6745 -0.2630 0.8892 -0.6305 0.006
C -0.1965 -2.5014 -1.6392 -0.6659 -1.1253 -0.7417 -0.189
C -0.5790 -2.7493 -0.3366 0.6192 -0.0908 0.3883 -0.219
H 3.1503 -2.3715 -1.3046 -0.0995 0.1904 0.0570 0.212
H 1.4220 -2.6359 -3.0290 -0.1271 0.9636 -0.3839 0.219
H 2.4047 -2.4473 1.1141 0.3987 -0.0348 -0.2882 0.206
H -0.9581 -2.6599 -2.3991 0.0969 0.2432 -0.1034 0.203
H -0.5852 -3.4308 2.4915 0.0126 0.0686 -0.1770 0.215
H -0.5843 -1.6805 2.2949 -0.0827 0.0795 -0.1742 0.232
H -1.6004 -3.0367 -0.1082 -0.0366 0.3177 0.0205 0.207
H 0.8850 -2.5038 2.7472 0.0311 -0.0595 -0.0066 0.213

---

Entry 6:
73
Properties=species:S:1:pos:R:3:forces:R:3:lowdin_spin:R:1 method="wB97M-V/def2-TZVPD" s_squared=8.756 multiplicity=6 gap_ev="5.4 / 6.6" total_charge=-2
Mn 3.3797 -1.5697 1.9194 -1.6546 0.3682 0.7333 4.585
Se -1.0829 -1.7594 -3.5529 0.0314 0.0085 -0.1597 0.001
P -1.4952 -0.7363 -1.7581 0.3697 -0.4373 0.0193 0.001
C -1.9811 0.9910 -2.0510 -0.2456 0.1800 0.0911 0.000
C -2.5897 1.7196 -1.0276 0.2586 -0.0990 -0.0739 0.000
C -3.1359 2.9633 -1.2822 -0.0925 0.1403 0.0571 0.000
C -3.1322 3.4745 -2.5743 0.0667 -0.0937 -0.0062 0.000
C -2.5646 2.7346 -3.6022 -0.0056 0.2409 -0.0037 0.000
C -1.9922 1.5004 -3.3432 0.2750 -0.0682 0.0324 0.000
C -3.0285 -1.3346 -0.9734 -0.2912 0.0660 0.1112 0.000
C -4.1744 -1.2965 -1.7702 0.1264 -0.0496 0.0066 0.000
C -5.4083 -1.6327 -1.2450 -0.1071 -0.0201 0.0419 0.000
C -5.5170 -2.0117 0.0881 0.0797 0.0132 0.0022 0.000
C -4.3811 -2.0558 0.8824 -0.1778 -0.0145 0.0332 0.000
C -3.1412 -1.7161 0.3601 0.0627 0.0647 -0.0728 0.000
C -0.2399 -0.9631 -0.4896 0.2444 0.4231 0.2562 0.003
C 0.8009 -0.2886 0.1840 -0.3551 -0.2125 -0.1632 0.006
N 1.3062 -1.1756 1.0715 -0.3908 0.0138 -0.5058 0.033
N 0.6367 -2.3096 0.9430 0.0944 -0.1206 0.0665 0.007
N -0.2750 -2.2146 0.0161 -0.1944 -0.0391 -0.1361 0.002
P 1.4930 1.3670 0.1630 0.5172 -0.0684 0.3020 0.006
Se 3.4093 1.4866 1.0309 -0.3001 0.1459 -0.2731 0.023
C 0.2835 2.4006 1.0500 -0.1082 -0.1003 -0.1087 0.001
C -0.8427 1.8409 1.6452 0.1075 0.0929 0.0155 0.000
C -1.7454 2.6466 2.3235 -0.0718 0.0601 0.0668 0.000
C -1.5296 4.0132 2.4156 0.0151 -0.0705 0.0003 0.000
C -0.3738 4.5646 1.8771 -0.0081 0.0936 0.0060 0.000
C 0.5376 3.7611 1.2142 -0.0006 -0.0378 -0.0031 0.001
C 1.5874 1.8780 -1.5747 -0.0991 -0.0607 -0.0229 0.001
C 2.1060 0.9416 -2.4695 -0.0945 -0.0716 0.0806 0.001
C 2.4130 1.3182 -3.7655 0.0013 0.0243 -0.0693 0.000
C 2.2423 2.6362 -4.1673 -0.0178 -0.0541 -0.0025 0.000
C 1.7409 3.5707 -3.2731 -0.0847 0.1064 -0.1029 0.000
C 1.4054 3.1954 -1.9826 -0.1486 -0.0945 0.0154 0.001
H -2.6334 1.3063 -0.0304 -0.0592 0.0102 -0.0102 0.000
H -3.5792 3.5281 -0.4706 0.0106 -0.0085 -0.0075 0.000
H -3.5767 4.4413 -2.7775 0.0112 -0.0003 0.0001 0.000
H -2.5581 3.1250 -4.6125 -0.0115 -0.0078 -0.0031 0.000
H -1.5537 0.9131 -4.1402 0.0100 -0.0267 0.0048 0.000
H -4.0792 -1.0086 -2.8111 -0.0265 -0.0038 -0.0035 0.000
H -6.2924 -1.5976 -1.8704 0.0209 0.0008 -0.0224 0.000
H -6.4827 -2.2714 0.5044 -0.0031 -0.0114 -0.0064 0.000
H -4.4586 -2.3559 1.9202 0.0207 -0.0039 -0.0022 0.000
H -2.2594 -1.7736 0.9813 -0.0429 0.0212 -0.0030 0.000
H -1.0070 0.7721 1.5886 0.0000 -0.0004 -0.0302 0.000
H -2.6229 2.2043 2.7802 0.0114 -0.0131 0.0075 0.000
H -2.2455 4.6444 2.9279 0.0184 -0.0076 0.0324 0.000
H -0.1764 5.6235 1.9935 0.0151 -0.0128 -0.0161 0.000
H 1.4716 4.1698 0.8476 -0.0169 0.0293 0.0316 0.001
H 2.2885 -0.0755 -2.1406 0.0054 -0.0074 -0.0077 0.000
H 2.7970 0.5805 -4.4580 0.0172 -0.0031 0.0186 0.000
H 2.5013 2.9330 -5.1768 -0.0097 0.0038 0.0132 0.000
H 1.6023 4.5996 -3.5846 0.0015 -0.0080 0.0054 0.000
H 0.9982 3.9269 -1.2977 0.0082 0.0112 -0.0330 0.000
Cl 5.3728 0.1544 3.2774 -0.0878 0.1401 0.4682 0.028
Si 3.3184 -0.2678 3.9912 0.7617 0.9352 0.8056 0.051
Cl 2.7285 1.7137 4.5418 -0.2799 0.1893 0.0712 0.014
Cl 3.7838 -0.9030 5.9749 -0.0107 -0.2867 0.2259 0.011
O 6.7396 -2.0065 0.3008 0.5659 0.4216 -0.1272 0.005
Se 5.3061 -2.6747 0.5385 1.1735 -0.7224 -0.5875 0.012
O 4.0578 -1.6689 0.0560 0.1104 -0.0681 -0.7165 0.081
O 4.9469 -2.8023 2.1650 0.3052 -0.3843 -0.0585 0.075
O 5.1712 -4.1163 -0.1617 -0.1949 -0.6243 -0.2944 0.006
C 0.6016 -5.0388 3.1392 0.0265 0.0633 0.1046 0.002
C 1.8395 -4.4093 2.5485 -0.0315 -0.2631 -0.1258 0.007
C 2.4171 -5.0564 1.3280 0.1031 0.0279 -0.0304 0.001
O 2.3125 -3.4101 3.0394 -0.1278 0.2478 0.1809 0.033
H 0.7897 -6.0832 3.3979 -0.0032 -0.0113 -0.0438 0.000
H -0.1840 -5.0107 2.3804 0.0006 -0.0122 -0.0035 0.001
H 0.2882 -4.4849 4.0219 -0.0155 0.0091 -0.0245 0.000
H 2.0726 -6.0836 1.2053 -0.0274 -0.0029 0.0051 0.000
H 3.5079 -5.0070 1.3324 -0.0542 0.0596 -0.0094 0.000
H 2.0849 -4.4698 0.4682 0.0037 -0.0099 -0.0423 0.000